1.
A 2-piece molecular cluster, C16H21N3O5 overall, computed with ωB97M-V with the def2-TZVPD basis set.

Positions of all 45 atoms, in Å:
C 0.73939 -0.80077 6.13441
O 1.00399 0.48649 5.53210
C 1.02942 0.57228 4.17375
C 1.31665 1.85224 3.63785
C 1.22169 2.05938 2.28204
C 0.75505 1.04189 1.41649
C 0.53360 1.35653 0.01147
C -0.61964 1.20157 -0.70365
C -0.57927 1.51200 -2.14012
O 0.45714 1.86385 -2.71605
N -1.78345 1.39270 -2.84659
C -1.81496 1.86326 -4.21263
C -2.89778 0.68854 -2.36779
O -3.86616 0.40548 -3.06768
N -2.85692 0.32995 -1.01371
C -4.07827 -0.25461 -0.50850
C -1.90679 0.82655 -0.09843
O -2.17179 0.89131 1.10092
C 0.57862 -0.25587 1.94220
C 0.74334 -0.50861 3.29697
H 0.84007 -0.61364 7.20293
H -0.27914 -1.14394 5.90309
H 1.47201 -1.55396 5.80999
H 1.59870 2.64988 4.32189
H 1.44703 3.03483 1.84617
H 1.33980 1.89316 -0.49808
H -2.79650 1.62571 -4.60959
H -1.65469 2.94496 -4.22028
H -1.02894 1.39255 -4.80784
H -3.91567 -0.54008 0.52769
H -4.90347 0.46372 -0.57224
H -4.32875 -1.12023 -1.12337
H 0.32572 -1.06505 1.25206
H 0.62480 -1.52172 3.69053
N 1.67287 -1.26931 -1.15411
C 1.87518 -1.43558 -2.56510
C 2.86601 -2.55919 -2.81911
O 2.38867 -3.64556 -2.03237
H 2.09316 -1.99086 -0.58012
H 1.84462 -0.33791 -0.80552
H 2.18851 -0.48816 -3.02600
H 0.90575 -1.71559 -3.00639
H 3.84858 -2.24753 -2.43636
H 2.88428 -2.83694 -3.88024
H 2.88753 -4.44369 -2.27064

Properties
2S+1 = 1
Maximum force = 0.0337 Eh/bohr
LUMO level = -0.0247 hartree
Energy = -1162.76718 hartree
Structure (SMILES) = COc1ccc(C=C2C(=O)N(C)C(=O)N(C)C2=O)cc1.NCCO
Energy relative to the best compared isomer or geometry (same formula, charge and spin) = 178.2 kJ/mol
Orbital gap = 7.69 eV

2.
A single C3H8N4S molecule, computed with ωB97M-V with the def2-TZVPD basis set.

Positions of all 16 atoms, in Å:
C 1.85806 -0.00992 -1.35505
N 0.82510 -0.05630 -0.31903
N 0.83583 1.03959 0.51762
C -0.07108 -1.04179 -0.27124
N -1.04919 -1.26486 0.51636
C -1.44222 -0.43735 1.53312
N -2.19273 0.55102 1.53826
S -2.71665 1.23012 0.05828
H 2.87782 0.08887 -0.95794
H 1.77208 -0.94064 -1.92627
H 1.83903 0.93231 -1.91022
H 0.01145 1.61463 0.43198
H 0.99514 0.69491 1.45601
H 0.12225 -1.80677 -1.05008
H -1.21176 -0.84677 2.52971
H -2.45312 0.25297 -0.79151

Properties
2S+1 = 1
Maximum force = 0.0510 Eh/bohr
LUMO level = 0.0249 hartree
Energy = -736.24298 hartree
Structure (SMILES) = CN(N)/C=N\C=N/S
Energy relative to the best compared isomer or geometry (same formula, charge and spin) = 197.3 kJ/mol
Orbital gap = 9.20 eV

3.
A 3-piece molecular cluster, C25H54FN2O6P4 overall, computed with ωB97M-V with the def2-TZVPD basis set.

Positions of all 92 atoms, in Å:
C -3.54115 0.51856 1.61823
C -3.84220 1.88533 0.99423
C -5.11757 1.82146 0.13615
C -2.70120 2.74483 0.40664
N -1.82361 2.38504 -0.78803
C -2.68433 1.96666 -1.98797
P -2.01361 2.86130 -3.51826
C -2.78640 2.04833 -4.96173
C -3.10720 4.32859 -3.37254
C -2.81229 0.45078 -1.93301
C -3.82050 -0.16015 -2.91178
C -4.31378 -1.45639 -2.32266
O -5.22631 -1.61925 -1.61250
F -3.53062 -2.51210 -2.70238
N -1.49534 -0.15746 -2.06642
C -0.72296 0.07039 -0.83942
P 0.92098 -0.88741 -0.82198
C 0.77600 -1.76183 0.79533
C 0.50188 -2.26263 -1.95355
C -0.50355 1.57209 -0.59684
P 0.71881 2.55097 -1.77675
C 0.95802 1.54751 -3.28462
C 2.42883 2.41706 -1.11258
P 0.39960 1.68317 1.04800
C 0.46300 3.51248 1.35515
O -0.68871 1.19676 2.19986
H -2.86437 0.59058 2.46543
H -3.14099 -0.20983 0.91594
H -4.48330 0.10635 1.98590
H -4.11485 2.51765 1.84907
H -5.27216 2.72801 -0.45526
H -5.97873 1.73026 0.79935
H -5.14627 0.95158 -0.52562
H -2.01755 3.04066 1.19141
H -3.18886 3.66858 0.07749
H -1.41600 3.28845 -1.06478
H -3.66364 2.39952 -1.79253
H -2.70809 2.78483 -5.76597
H -3.83615 1.77956 -4.87052
H -2.19833 1.17685 -5.25357
H -2.91219 4.99161 -4.21626
H -4.17033 4.07351 -3.34698
H -2.86646 4.87060 -2.45272
H -3.21343 0.23098 -0.93561
H -3.37149 -0.34922 -3.88309
H -4.69060 0.48815 -3.02084
H -1.60998 -1.16045 -2.17025
H -1.29085 -0.32334 0.02014
H -0.22045 -1.68062 1.23604
H 0.99818 -2.82021 0.64519
H 1.50210 -1.34504 1.49444
H -0.32354 -2.89739 -1.61295
H 0.30222 -1.90672 -2.96460
H 1.39184 -2.89745 -1.99447
H 1.67882 0.74536 -3.13365
H 1.35598 2.24566 -4.02778
H 0.03094 1.12392 -3.66234
H 2.71111 1.43994 -0.72801
H 2.63490 3.19752 -0.38122
H 3.04827 2.62882 -1.98943
H 0.19423 4.09371 0.47003
H -0.20810 3.80856 2.16464
H 1.48271 3.78540 1.62420
H -0.86336 1.89462 2.84153
O 2.82416 -4.62457 -2.30926
C 3.84837 -4.61146 -1.67804
O 3.78997 -4.19409 -0.39457
C 4.91110 -4.26921 0.50108
C 5.80720 -3.05473 0.39534
C 5.17801 -4.96906 -2.29133
H 5.45955 -5.19784 0.34742
H 4.45792 -4.32586 1.48946
H 6.26934 -2.97919 -0.58888
H 6.60142 -3.11170 1.13982
H 5.23180 -2.14556 0.57207
H 5.62383 -4.05837 -2.69267
H 4.99224 -5.65151 -3.11555
H 5.88324 -5.42355 -1.60188
O 4.13092 -0.91930 7.75556
C 3.28297 -1.22133 6.96661
O 3.50513 -0.94933 5.65476
C 2.63697 -1.38923 4.61091
C 1.50240 -0.41803 4.36118
C 1.96093 -1.81984 7.38582
H 2.27103 -2.39839 4.80310
H 3.28194 -1.44652 3.73377
H 0.83997 -0.34116 5.22425
H 0.90909 -0.73753 3.50394
H 1.90315 0.57570 4.15420
H 1.25666 -1.00564 7.56029
H 2.11762 -2.34176 8.32527
H 1.52603 -2.50598 6.66441

Properties
2S+1 = 1
Maximum force = 0.0217 Eh/bohr
LUMO level = -0.0796 hartree
Energy = -3010.97429 hartree
Energy relative to the best compared isomer or geometry (same formula, charge and spin) = 0.0 kJ/mol
Orbital gap = 8.87 eV
Net charge = +1

4.
A 2-piece molecular cluster, C6H13F2NO2 overall, computed with ωB97M-V with the def2-TZVPD basis set.

Positions of all 24 atoms, in Å:
C 2.90582 -0.18410 -0.14931
C 1.66628 0.75189 -0.48175
F 1.95440 1.99265 0.09828
C 0.37705 0.05977 0.09085
C -0.14951 0.77327 1.39651
O -1.45639 0.37327 1.80694
C -1.84269 -0.89332 1.28683
C -1.71270 -1.02626 -0.28972
N -0.77843 0.00200 -0.85296
O -0.46186 -0.37542 -2.13957
H 2.84188 -0.59258 0.88785
H 3.07288 -0.95232 -0.93802
H 3.79807 0.50171 -0.17137
H 1.67067 0.88656 -1.58638
H 0.66448 -1.00951 0.29078
H 0.63072 0.68516 2.20012
H -0.22129 1.87230 1.16380
H -2.93419 -1.00618 1.52066
H -1.33540 -1.74542 1.82342
H -2.70632 -0.99628 -0.79928
H -1.27405 -2.04366 -0.49023
H -1.29354 0.91251 -0.79341
H -0.55761 0.43930 -2.67051
F -2.85827 1.57466 -1.20351

Properties
2S+1 = 1
Maximum force = 0.0440 Eh/bohr
LUMO level = 0.0142 hartree
Energy = -641.24043 hartree
Orbital gap = 9.20 eV